Formula: C5H10IN2O
Source: the OMol25 dataset
Level of theory: wB97M-V/def2-TZVPD

The charge is +1. Its relative energy (zero: lowest compared OMol25 entry of this formula, charge and spin) is 37.17 kcal per mole. Its spin multiplicity is 3. Its highest occupied orbital energy (alpha / beta) is -0.42033 / -0.44487 hartree.

```
19
Properties=species:S:1:pos:R:3:forces:R:3:lowdin_charge:R:1
I 3.469 -0.805 1.525 0.09 0.39 -0.07 1.3874
O 0.940 -0.076 -0.077 1.45 -0.27 -0.83 -0.1025
N -2.952 0.797 -0.362 -4.25 1.62 -2.14 0.1151
N -1.681 -0.973 0.423 -0.08 -1.39 -0.30 0.1375
C 0.518 0.636 1.050 -0.30 0.68 0.26 -0.2248
C -0.827 1.204 0.719 -1.60 1.25 -1.16 -0.0839
C -1.930 0.251 0.283 2.49 -0.30 0.75 -0.5652
C 2.466 -1.382 -1.381 -1.26 0.65 0.82 -0.0647
C 2.064 -0.767 -0.067 -1.87 -1.70 -0.12 -0.7023
H 1.506 -1.761 -1.845 1.17 -0.02 0.67 0.1340
H -0.700 1.692 -0.237 0.28 1.02 -0.16 0.1217
H 2.716 -0.491 -1.911 0.87 0.24 -1.33 0.0805
H -3.123 1.809 -0.569 0.91 -1.45 0.69 0.1342
H 0.433 0.033 1.884 -0.33 -1.98 1.68 0.0940
H -3.821 0.254 -0.665 2.17 0.66 0.89 0.1533
H 1.367 1.279 1.292 -0.47 1.15 -0.09 0.1161
H -1.375 1.875 1.383 1.09 0.37 0.47 0.1373
H 3.263 -2.109 -1.271 0.00 -0.09 -0.37 0.0771
H -2.333 -1.465 -0.176 -0.38 -0.82 0.34 0.0553
```
Positions in Å, forces in eV/Å.

Formula: C5H10INO2
Source: the OMol25 dataset
Level of theory: wB97M-V/def2-TZVPD

Its relative energy (zero: lowest compared OMol25 entry of this formula, charge and spin) is 40.92 kcal per mole. Its highest occupied orbital energy is -0.27736 hartree.

```
19
Properties=species:S:1:pos:R:3:forces:R:3:lowdin_charge:R:1
I -1.497 -0.917 2.774 -0.29 0.19 -0.29 0.7860
O 0.581 1.565 1.581 0.18 1.00 0.67 0.0207
O 2.033 0.211 0.384 0.31 0.19 2.04 -0.0427
N -0.287 -0.953 1.167 4.60 1.41 2.05 -0.5592
C -0.727 -0.810 -0.152 -3.25 0.58 -0.09 -0.6089
C 1.273 0.420 1.500 -4.11 -1.37 -3.52 -0.2312
C 1.452 0.241 -0.893 -0.93 -0.35 -2.28 -0.1770
C -1.670 0.357 -0.555 -2.25 -0.55 2.36 -0.0967
C 0.397 -0.874 -1.120 1.29 1.14 1.82 -0.1345
H 0.986 -1.730 -1.014 0.46 -1.89 0.03 0.1027
H 1.578 0.020 2.449 0.63 0.12 -0.01 0.1353
H 0.036 -0.760 -2.092 -0.53 0.01 -1.76 0.1039
H -1.324 1.356 -0.768 0.50 0.47 0.18 0.0440
H 1.028 1.224 -1.280 0.80 -0.70 1.02 0.1371
H 0.059 1.918 0.824 0.87 -1.09 0.42 0.1226
H 2.265 -0.089 -1.580 -0.33 0.87 0.56 0.1369
H -2.427 0.362 0.381 1.34 0.53 -2.34 0.0681
H -2.223 0.031 -1.448 0.00 0.15 0.27 0.0747
H -1.532 -1.572 -0.158 0.71 -0.70 -1.14 0.1183
```
Positions in Å, forces in eV/Å.

Formula: C5H10INO3
Source: the OMol25 dataset
Level of theory: wB97M-V/def2-TZVPD

The SMILES is [O-]/[N+](O)=C\I.CC/C=C/O. Its relative energy (zero: lowest compared OMol25 entry of this formula, charge and spin) is 34.48 kcal per mole. Its highest occupied orbital energy is -0.31682 hartree.

```
20
Properties=species:S:1:pos:R:3:forces:R:3:lowdin_charge:R:1
I -3.427 -0.930 -0.317 0.20 0.18 0.13 0.9076
O 0.045 0.087 2.662 -0.44 -2.05 -1.02 0.0092
O -1.119 2.455 0.594 -0.02 -0.94 1.04 0.0253
O -1.805 1.567 -1.406 0.35 0.80 -2.25 -0.0182
N -1.810 1.480 -0.216 -0.04 0.71 1.87 -0.4591
C 0.237 -0.531 1.441 -1.24 -3.94 0.83 -0.2661
C 0.767 -1.101 -0.885 0.94 4.19 -1.46 -0.2096
C 2.251 -1.146 -1.462 -2.83 -3.42 -0.87 -0.0686
C 0.665 -0.123 0.276 1.73 2.34 0.35 -0.1730
C -2.365 0.611 0.541 0.02 -0.89 2.07 -0.6371
H 0.337 0.957 2.529 0.64 2.29 0.04 0.0602
H 2.568 -0.479 -2.179 0.28 2.54 -0.88 0.0327
H 2.433 -2.059 -2.100 -0.69 0.22 0.77 0.0828
H -2.082 0.582 1.633 -0.70 0.23 -1.58 0.0862
H -0.015 -0.648 -1.544 0.99 -0.54 -0.57 0.1010
H 0.357 -2.021 -0.651 -0.33 -2.05 0.83 0.0663
H -0.867 3.239 0.111 -0.21 0.15 -1.26 0.1076
H 2.916 -1.286 -0.682 1.43 0.24 1.67 0.0383
H 1.017 1.005 0.252 -0.59 -2.37 -0.64 0.1550
H -0.102 -1.661 1.401 0.54 2.33 0.93 0.1596
```
Positions in Å, forces in eV/Å.

Formula: C5H10MgO3
Source: the OMol25 dataset
Level of theory: wB97M-V/def2-TZVPD

The charge is -1. Its relative energy (zero: lowest compared OMol25 entry of this formula, charge and spin) is 0.00 kcal per mole. Its spin multiplicity is 2. Its highest occupied orbital energy (alpha / beta) is -0.06064 / -0.11283 hartree.

```
19
Properties=species:S:1:pos:R:3:forces:R:3:lowdin_charge:R:1
Mg 0.652 -0.063 0.973 0.35 -1.25 -0.53 0.6394
O 1.245 1.298 -0.457 0.33 -0.34 0.34 -0.4484
O 1.218 -2.321 0.513 0.02 0.30 -0.21 -0.3767
O -0.738 -0.567 -0.517 0.27 0.12 0.24 -0.3037
C -0.582 0.400 -1.636 0.12 0.34 -0.27 -0.2599
C 2.211 2.314 -0.398 0.08 0.19 -0.10 -0.1654
C 0.006 1.672 -1.179 -0.54 0.22 -0.16 -0.2417
C -0.684 -1.948 -0.843 -1.36 -0.10 0.76 -0.2383
C -0.080 -2.741 0.321 -0.04 0.23 0.60 -0.4906
H 3.079 1.933 0.157 -0.18 0.07 -0.08 0.0752
H -0.486 -2.836 1.360 -1.25 1.58 -0.27 0.0903
H -1.580 0.567 -2.069 0.21 0.02 0.10 0.1057
H 0.048 -0.120 -2.377 -0.08 0.09 0.17 0.1029
H -0.525 -3.745 0.117 1.79 -1.08 -1.02 0.0818
H -0.106 -2.090 -1.772 0.20 -0.12 0.54 0.1204
H -1.710 -2.295 -1.052 -0.02 0.05 -0.03 0.1096
H -0.654 2.131 -0.412 0.12 -0.07 -0.15 0.0399
H 2.517 2.603 -1.416 -0.14 -0.05 0.22 0.0790
H 1.816 3.206 0.118 0.11 -0.19 -0.14 0.0805
```
Positions in Å, forces in eV/Å.

Formula: C5H10N
Source: the OMol25 dataset
Level of theory: wB97M-V/def2-TZVPD

The charge is +1. Its relative energy (zero: lowest compared OMol25 entry of this formula, charge and spin) is 95.24 kcal per mole. Its highest occupied orbital energy is -0.49121 hartree.

```
16
Properties=species:S:1:pos:R:3:forces:R:3:lowdin_charge:R:1
N -1.458 -0.207 0.227 1.03 1.44 -1.93 0.0314
C 0.876 -0.026 1.175 -3.54 0.14 -1.31 0.1318
C 0.579 0.210 -1.016 -2.32 -0.42 0.49 0.0652
C -0.133 0.003 0.338 0.24 -0.07 1.29 -0.2780
C 2.136 0.129 1.678 2.61 -2.43 1.75 -0.0393
C -2.217 -0.146 -1.026 -1.66 -3.75 0.70 -0.0531
H 1.512 0.657 -0.956 1.72 0.90 -0.03 0.0760
H -0.190 0.859 -1.531 1.53 -0.90 -0.01 0.1263
H -2.536 -1.256 -1.218 -0.01 2.02 0.31 0.1428
H -3.081 0.497 -1.038 -0.28 0.20 0.71 0.0955
H 2.817 -0.736 1.398 -0.44 1.23 0.25 0.1439
H 0.669 -0.858 -1.223 -0.04 0.39 -1.43 0.1333
H 2.436 1.096 1.435 1.12 1.87 -1.17 0.1002
H -2.028 -0.585 0.907 -0.57 -0.75 2.22 0.1254
H 2.353 0.312 2.762 -1.06 -0.56 -0.30 0.1606
H -1.736 0.051 -1.912 1.68 0.69 -1.54 0.0378
```
Positions in Å, forces in eV/Å.

Formula: C5H10N
Source: the OMol25 dataset
Level of theory: wB97M-V/def2-TZVPD

The charge is +1. Its relative energy (zero: lowest compared OMol25 entry of this formula, charge and spin) is 88.60 kcal per mole. Its highest occupied orbital energy is -0.49949 hartree.

```
16
Properties=species:S:1:pos:R:3:forces:R:3:lowdin_charge:R:1
N -0.737 1.312 -0.082 3.60 2.84 -1.39 0.1881
C -1.139 -1.012 -0.396 -2.03 -0.32 2.07 -0.0420
C -0.133 0.001 -0.052 3.71 -2.18 -1.15 -0.4319
C 0.890 -0.363 1.066 0.79 2.73 -0.64 -0.1133
C 1.604 0.103 -1.045 -5.35 0.46 0.09 0.1340
C 2.062 -0.256 0.121 3.04 -0.20 1.41 -0.1507
H -0.933 -2.077 -0.393 0.82 0.12 0.29 0.1020
H 1.599 0.387 -2.114 0.88 -0.47 0.97 0.1009
H 0.986 0.428 1.895 -0.36 -1.74 -0.61 0.1499
H 0.769 -1.392 1.271 -0.38 -0.88 1.44 0.1028
H 3.158 -0.428 0.407 -1.61 0.18 -0.45 0.1405
H -1.627 1.557 0.314 -0.73 -0.38 1.06 0.1557
H -1.377 -0.788 -1.386 -1.40 0.17 -1.75 0.0636
H -2.053 -0.904 0.350 1.43 -0.10 -1.61 0.1480
H 0.116 1.897 0.376 -2.87 -0.64 -1.71 0.2432
H -0.858 1.492 -1.138 0.45 0.42 2.00 0.2092
```
Positions in Å, forces in eV/Å.

Formula: C5H10N
Source: the OMol25 dataset
Level of theory: wB97M-V/def2-TZVPD

The charge is +1. The SMILES is C=[N+]=C(C)CC. Its relative energy (zero: lowest compared OMol25 entry of this formula, charge and spin) is 47.81 kcal per mole. Its highest occupied orbital energy is -0.58029 hartree.

```
16
Properties=species:S:1:pos:R:3:forces:R:3:lowdin_charge:R:1
N -1.069 0.166 -0.601 -5.67 -1.57 -2.11 0.1231
C 1.136 -1.532 0.117 3.52 -0.80 1.44 -0.0702
C -0.187 0.647 0.056 4.43 0.14 0.41 -0.2954
C -0.245 1.710 1.057 -2.41 0.71 1.00 0.0304
C -2.075 -0.382 -1.139 1.63 1.69 -2.88 0.1871
C 1.187 0.010 -0.215 -0.55 -0.60 1.76 -0.1145
H 2.168 -1.862 0.660 -2.50 1.01 -0.95 0.1387
H 1.814 0.692 0.375 0.64 -1.06 -0.21 0.1186
H -2.426 0.025 -2.184 0.50 -0.71 2.28 0.1661
H -0.175 2.684 0.534 0.82 -0.40 0.27 0.1292
H 0.518 1.474 1.814 -0.38 0.73 -0.22 0.1124
H -1.295 1.823 1.494 1.42 -0.53 -0.24 0.1319
H 1.145 -2.295 -0.706 -0.46 1.39 0.17 0.0897
H -2.330 -1.368 -0.847 -0.79 -0.65 0.73 0.1046
H 1.500 -0.057 -1.204 0.27 1.08 -2.04 0.0982
H 0.334 -1.736 0.789 -0.46 -0.43 0.60 0.0502
```
Positions in Å, forces in eV/Å.

Formula: C5H10N
Source: the OMol25 dataset
Level of theory: wB97M-V/def2-TZVPD

The charge is +1. Its relative energy (zero: lowest compared OMol25 entry of this formula, charge and spin) is 74.99 kcal per mole. Its highest occupied orbital energy is -0.52923 hartree.

```
16
Properties=species:S:1:pos:R:3:forces:R:3:lowdin_charge:R:1
N -1.845 -0.130 -0.475 -1.28 -2.13 0.58 0.0397
C 1.949 -0.621 0.200 3.77 1.16 0.61 -0.0989
C 0.917 -1.492 -0.267 -1.78 -1.60 -0.36 0.0431
C -0.107 -1.122 0.621 3.56 0.94 -0.56 0.0835
C 0.693 0.051 0.595 0.71 -1.18 -0.16 -0.2008
C 0.561 1.486 0.459 -0.96 0.53 -1.27 0.0000
H -2.376 0.582 -0.877 -0.92 1.80 -1.10 0.0357
H 1.408 2.008 0.921 -0.36 -0.19 0.12 0.1131
H 2.553 -0.072 -0.558 -0.42 -0.38 0.31 0.1433
H -1.898 -0.899 -1.156 0.21 0.42 -0.11 0.0774
H -0.997 -1.453 1.029 -1.19 -0.71 0.50 0.1025
H 0.952 -2.046 -1.223 -0.53 0.35 0.56 0.1652
H 0.613 1.767 -0.671 -0.37 -0.52 1.84 0.1649
H -2.517 -0.501 0.225 0.43 0.48 -0.22 0.0790
H 2.666 -0.943 0.996 -1.00 -0.03 -0.48 0.1585
H -0.418 1.674 0.898 0.13 1.05 -0.26 0.0936
```
Positions in Å, forces in eV/Å.

Formula: C5H10N
Source: the OMol25 dataset
Level of theory: wB97M-V/def2-TZVPD

The charge is +1. The SMILES is C=[N+]=C(C)CC. Its relative energy (zero: lowest compared OMol25 entry of this formula, charge and spin) is 54.72 kcal per mole. Its highest occupied orbital energy is -0.58388 hartree.

```
16
Properties=species:S:1:pos:R:3:forces:R:3:lowdin_charge:R:1
N -0.224 -1.443 0.079 0.94 -0.37 -0.59 0.1459
C -0.384 -0.223 -0.103 -2.35 1.97 -1.15 -0.2344
C 1.329 1.505 0.025 0.87 -3.55 -1.95 -0.0400
C 0.207 -2.570 0.323 3.74 1.17 2.39 0.1715
C -1.678 0.314 0.443 0.89 2.01 3.58 0.0136
C 0.484 0.704 -0.976 -3.32 0.12 -1.06 -0.1228
H 0.886 2.357 0.289 -1.73 3.31 1.14 0.0468
H -1.431 1.145 1.237 -0.50 -1.04 -1.86 0.1484
H -2.328 0.674 -0.317 0.01 0.77 -1.02 0.0890
H 2.182 1.665 -0.549 1.78 0.97 -0.65 0.0750
H 1.664 0.934 0.857 0.03 -0.53 0.86 0.0887
H -0.285 -3.426 0.183 -2.25 -3.15 -1.79 0.0723
H 1.179 -2.782 0.870 -1.18 0.96 -0.10 0.1548
H 0.927 0.030 -1.695 1.10 0.17 0.02 0.1092
H -0.193 1.441 -1.686 1.44 -1.89 2.15 0.1927
H -2.336 -0.323 1.021 0.52 -0.92 0.04 0.0894
```
Positions in Å, forces in eV/Å.

Formula: C5H10N
Source: the OMol25 dataset
Level of theory: wB97M-V/def2-TZVPD

The charge is +1. Its relative energy (zero: lowest compared OMol25 entry of this formula, charge and spin) is 103.99 kcal per mole. Its highest occupied orbital energy is -0.50269 hartree.

```
16
Properties=species:S:1:pos:R:3:forces:R:3:lowdin_charge:R:1
N 2.006 0.400 -1.134 1.65 0.60 3.81 0.1641
C -0.077 -0.521 0.154 4.46 -0.27 -2.08 -0.0626
C -0.975 -0.836 -0.738 0.97 -0.39 1.30 0.0558
C -1.413 -0.507 0.712 -0.34 2.33 -0.40 -0.2551
C -2.132 0.817 0.978 -0.19 -0.65 0.67 -0.0544
C 1.869 -0.463 0.107 -5.37 2.32 1.52 0.0250
H -1.271 -1.400 -1.600 -0.16 0.26 -0.25 0.1070
H -3.112 0.702 1.463 0.10 -0.18 -0.63 0.0883
H 2.173 0.109 1.010 0.07 -0.74 -0.82 0.1164
H 1.413 -0.033 -1.765 -1.83 -0.31 -2.07 0.1081
H 2.974 0.228 -1.408 0.06 1.11 -0.50 0.1704
H 1.726 1.385 -0.802 0.68 -1.68 -1.46 0.2192
H -2.167 1.383 0.073 -0.53 0.23 -0.79 0.0670
H -1.622 -1.311 1.326 -0.86 -1.54 1.28 0.1003
H 2.231 -1.439 -0.024 0.53 -1.12 -0.20 0.0841
H -1.623 1.485 1.647 0.75 0.01 0.64 0.0663
```
Positions in Å, forces in eV/Å.

Formula: C5H10N
Source: the OMol25 dataset
Level of theory: wB97M-V/def2-TZVPD

The charge is +1. Its relative energy (zero: lowest compared OMol25 entry of this formula, charge and spin) is 113.41 kcal per mole. Its highest occupied orbital energy is -0.49513 hartree.

```
16
Properties=species:S:1:pos:R:3:forces:R:3:lowdin_charge:R:1
N 1.186 -0.011 -0.689 -1.01 1.75 3.29 0.0468
C -2.701 0.333 0.166 0.40 0.04 0.40 -0.1084
C 2.009 -0.492 0.334 1.43 -0.45 0.88 -0.1733
C 3.346 -0.533 0.267 -0.93 -0.40 -0.83 0.1363
C 0.179 0.783 -0.194 3.54 -0.05 -5.39 0.1564
C -3.913 -0.192 0.265 0.69 0.24 0.07 -0.0261
H -3.975 -1.272 0.252 -0.58 0.09 -0.34 0.0636
H -1.858 -0.328 -0.053 -0.03 -0.11 0.18 0.0225
H 1.647 0.283 -1.553 -0.90 -1.00 -0.85 0.1909
H -4.766 0.459 0.399 -0.17 -0.32 0.22 0.0653
H -2.438 1.362 0.402 -0.39 0.03 -0.45 0.0518
H 3.801 -0.411 -0.711 0.38 0.27 0.21 0.0882
H 0.610 1.572 0.422 -1.36 -0.78 1.98 0.1551
H 3.946 -0.798 1.123 0.03 -0.04 -0.04 0.0906
H -0.347 1.082 -1.096 -1.03 0.45 0.71 0.1093
H 1.476 -0.812 1.222 -0.07 0.28 -0.04 0.1311
```
Positions in Å, forces in eV/Å.

Formula: C5H10N
Source: the OMol25 dataset
Level of theory: wB97M-V/def2-TZVPD

The charge is +1. Its relative energy (zero: lowest compared OMol25 entry of this formula, charge and spin) is 93.82 kcal per mole. Its highest occupied orbital energy is -0.52183 hartree.

```
16
Properties=species:S:1:pos:R:3:forces:R:3:lowdin_charge:R:1
N 1.603 -0.113 -0.192 -1.02 -1.19 -3.21 0.1343
C -0.612 1.721 -0.647 -0.63 -0.50 1.03 0.0395
C -1.150 -0.453 0.854 0.41 0.02 -1.04 -0.0806
C -1.810 -0.718 -0.523 -2.15 4.48 2.72 -0.0143
C 2.195 -0.693 0.745 -0.62 4.18 3.67 0.1069
C -1.083 0.602 -0.165 -1.91 -2.05 0.85 -0.2984
H -0.195 -0.888 1.029 0.25 -0.73 0.28 0.0517
H 2.152 -0.086 1.722 0.10 -1.15 -1.29 0.1610
H 1.512 -0.649 -1.143 0.29 1.58 1.98 0.2164
H -1.708 -0.392 1.770 -0.60 0.14 -0.08 0.1190
H -1.406 -1.038 -1.396 1.27 -2.19 -2.01 0.0618
H 2.764 -1.542 0.822 1.11 -2.31 -0.86 0.0940
H 0.879 0.720 -0.060 1.35 -1.36 -0.69 0.1232
H -0.157 2.452 -0.046 0.77 0.97 0.76 0.0754
H -0.931 1.971 -1.593 -0.22 0.80 -2.18 0.0655
H -2.930 -0.510 -0.553 1.60 -0.68 0.07 0.1446
```
Positions in Å, forces in eV/Å.